(1)
The following is a quantum chemistry calculation of an isolated molecule of C6H13N at a distorted geometry, from OMol25.

Geometry as XYZ:
```
20
Properties=species:S:1:pos:R:3:nbo_charge:R:1
N 0.463 2.523 1.233 -0.6452
H 2.095 1.447 0.553 0.1546
H -1.415 0.893 1.610 0.2407
C 0.935 -0.812 -0.164 -0.3947
H -1.963 -0.590 0.802 0.2089
H -1.548 0.129 -1.545 0.2106
H -0.024 0.905 -2.005 0.2089
H 0.445 -3.020 -0.230 0.2069
C -1.083 -0.057 1.170 -0.6334
H -0.638 -0.634 1.986 0.2098
H -0.987 -2.110 -0.749 0.2035
H 0.391 -2.278 -1.847 0.2054
H 1.168 3.181 1.590 0.3387
C 0.101 -2.156 -0.802 -0.6264
C -0.085 0.237 0.064 -0.0440
C -0.746 0.784 -1.192 -0.6256
H 1.675 -0.544 -0.920 0.2063
H 1.418 -1.153 0.754 0.2080
H -1.201 1.759 -0.989 0.2292
C 0.997 1.497 0.682 0.1380
```

Summary:
HOMO level	-9.31	eV
structure (SMILES)	[H]/N=C/C(C)(C)CC
relative energy (zero: lowest compared OMol25 entry of this formula, charge and spin)	29.6	kcal/mol
lowest unoccupied orbital energy	0.0340	Ha
gap between HOMO and LUMO	10.24	eV

(2)
The following is a quantum chemistry calculation of an isolated molecule of C5H6O2 at a distorted geometry, from OMol25.

Geometry as XYZ:
```
13
Properties=species:S:1:pos:R:3:nbo_charge:R:1
C -1.209 -0.531 -0.163 0.5200
H 2.132 -0.843 1.106 0.2381
C -1.160 0.949 -0.547 -0.1860
H 0.503 -1.575 0.744 0.3263
C 1.203 -0.319 0.877 -0.3759
H -1.648 1.536 0.243 0.2059
H 0.766 0.279 1.661 0.2379
O -2.200 -1.120 0.196 -0.5187
O 0.214 1.277 -0.651 -0.5050
C 1.014 0.124 -0.509 0.0604
C 0.179 -1.098 -0.288 -0.4180
H 1.870 0.157 -1.172 0.2066
H -1.664 1.165 -1.497 0.2085
```

Summary:
HOMO level	-9.06	eV
structure (SMILES)	O=C1CO[C@H]2C[C@@H]12
relative energy (zero: lowest compared OMol25 entry of this formula, charge and spin)	91.8	kcal/mol
lowest unoccupied orbital energy	0.0220	Ha
gap between HOMO and LUMO	9.66	eV

(3)
The following is a quantum chemistry calculation of the ion C4H12N2 with charge +1 at a distorted geometry, from OMol25.

Geometry as XYZ:
```
18
Properties=species:S:1:pos:R:3:nbo_charge:R:1
H 0.625 1.757 -1.143 0.1853
C 0.731 -0.021 0.189 -0.4038
H -0.655 -1.511 -0.351 0.2403
H -2.843 0.162 0.366 0.3011
H 0.500 0.635 1.184 0.1784
H 1.555 -0.840 0.465 0.2401
H 2.879 0.651 -1.973 0.3743
H 2.042 -0.701 -1.850 0.3539
H -0.872 -0.075 -1.189 0.2547
H -2.318 -0.680 2.630 0.4067
N -1.722 -0.913 1.841 -0.2577
N 1.922 0.313 -1.968 -0.8259
H -0.791 -1.183 2.260 0.4272
C -0.690 -0.450 -0.240 -0.4639
H -1.688 1.124 1.083 0.3193
C -1.728 0.074 0.753 -0.2948
C 1.368 0.960 -0.787 -0.2309
H 2.079 1.477 -0.084 0.1958
```

Summary:
HOMO level (alpha / beta)	-12.73 / -12.73	eV
net charge	+1
multiplicity	2
relative energy (zero: lowest compared OMol25 entry of this formula, charge and spin)	51.3	kcal/mol
lowest unoccupied orbital energy (alpha / beta)	-0.1324 / -0.3324	Ha
gap between HOMO and LUMO (alpha / beta)	9.13 / 3.69	eV

(4)
The following is a quantum chemistry calculation of a structure of composition C27H40F3N8O9SV at a distorted geometry, from OMol25.

Geometry as XYZ:
```
89
Properties=species:S:1:pos:R:3:mulliken_charge:R:1
F 1.854 2.790 -4.625 -0.1577
O 1.222 2.762 -1.106 -0.6398
H -3.977 0.502 1.735 0.4195
H -2.696 5.432 1.628 0.3468
N 0.037 -1.717 -3.327 0.1703
H -3.944 5.289 0.473 0.4911
N 4.024 0.676 1.265 0.2936
H 3.593 -0.033 4.458 0.4670
H 1.337 2.145 1.353 -0.2653
H -1.191 1.196 5.779 0.4128
N -2.228 -0.055 4.484 0.0892
C -0.460 -1.118 3.439 -0.1092
C -1.412 -5.046 1.440 -0.3934
H -0.220 -3.867 0.256 0.2491
H -1.269 -4.440 2.322 0.3465
O 0.197 -1.943 0.328 -0.3586
O -2.346 1.622 -2.257 -0.5176
C -1.070 -2.236 -2.755 -0.4610
H 0.973 -2.047 -3.135 0.5749
N -2.227 2.610 -2.987 1.0696
H -1.009 -2.822 -1.850 0.4914
H 2.171 -4.612 -1.580 0.5510
H -3.392 0.559 0.087 0.1387
O 3.096 1.134 -1.230 -0.8161
H -2.595 -7.220 -0.840 0.4129
H 0.108 -1.789 2.813 0.5799
H -0.961 4.061 2.079 0.4960
N -0.832 -4.669 0.294 0.3147
C -2.219 -6.143 1.134 -0.5491
H 0.028 4.150 0.660 0.6170
C 4.734 1.357 3.282 -0.5222
C -1.117 -5.522 -0.709 -0.3253
N -0.161 -0.780 0.109 0.8447
H 3.898 0.638 0.263 0.3743
O -1.148 3.041 -2.693 -0.6012
C -2.162 -1.696 -3.471 -0.8963
C -2.278 1.817 1.472 0.3348
H 2.612 -0.807 1.907 0.3094
N 3.305 -1.585 -2.155 0.1419
H 2.315 -3.911 -4.190 0.3728
H -0.568 -5.374 -1.627 0.3469
C 2.561 -3.328 -3.314 -0.4977
C 3.030 -2.051 -3.421 -0.7635
C -3.236 4.688 1.043 -1.4557
C -1.871 -0.910 3.484 -1.0376
H -3.170 0.139 4.793 0.2378
F 3.017 4.034 -3.226 -0.1892
S 2.033 1.850 -1.968 1.0368
N -1.516 2.762 0.506 1.6725
C -0.297 -0.844 -4.371 -0.5962
H 3.162 -1.440 -4.302 0.4266
H 0.483 -0.291 -4.873 0.4395
C -0.487 3.447 1.314 -1.1584
H -2.195 -0.245 -5.244 0.4634
C 3.862 0.276 3.459 -0.8084
C 2.531 -3.671 -1.967 -0.1894
H 5.315 1.896 4.015 0.4387
C 4.847 1.513 1.956 -0.5923
V -0.571 1.665 -1.049 0.6614
H 1.124 -0.177 4.606 0.3317
H -3.191 -1.887 -3.205 0.4212
C 3.411 -0.142 2.202 -0.1874
F 3.823 2.134 -3.932 -0.2072
H -2.442 2.263 2.454 0.5630
H 2.970 -2.361 -0.225 0.2372
H 3.572 -0.638 -1.928 0.3217
H -2.631 -1.331 2.843 0.5497
C -2.417 3.870 -0.033 -1.0750
H -4.233 1.987 0.719 0.3588
C -1.060 0.440 5.019 -0.7294
H -1.931 4.531 -0.750 0.5184
C 2.711 2.784 -3.599 0.6587
O -1.213 -0.390 -0.370 -0.6815
C 0.608 2.598 2.025 -0.4174
H 1.135 3.228 2.743 0.5996
H -1.522 1.047 1.622 -0.8451
C -3.564 1.166 0.976 -1.5325
H -2.900 -6.702 1.758 0.3776
C -1.703 -0.818 -4.472 -0.7503
C 0.068 -0.281 4.403 -0.2997
C -2.090 -6.453 -0.271 -0.6562
O -3.096 3.148 -3.641 -0.7510
H 5.557 2.175 1.485 0.3991
C 2.932 -2.605 -1.277 -0.5254
H -3.178 3.370 -0.632 0.4787
H -3.862 4.078 1.696 0.2501
O 0.554 0.238 0.189 -0.3787
H 0.197 1.817 2.665 -0.1342
O 0.852 1.071 -2.425 -0.6266
```

Summary:
HOMO level (alpha / beta)	-3.74 / -4.88	eV
net charge	-1
multiplicity	4
lowest unoccupied orbital energy (alpha / beta)	0.0868 / 0.0866	Ha
gap between HOMO and LUMO (alpha / beta)	6.10 / 7.24	eV

(5)
The following is a quantum chemistry calculation of a cluster of 14 separate species, C44H124B4ClF16N9O13 in total at a distorted geometry, from OMol25.

Geometry as XYZ:
```
211
Properties=species:S:1:pos:R:3:mulliken_charge:R:1
H -15.478 -28.779 13.397 0.4799
F -15.899 -21.849 12.832 -0.2567
H -24.037 -27.333 8.896 0.3055
B -15.801 -23.209 12.555 0.5486
O -19.011 -31.471 7.519 -0.4456
H -13.566 -21.222 11.166 0.3853
H -13.650 -24.785 1.653 0.2683
H -24.319 -15.743 5.377 0.3871
C -15.992 -24.960 3.571 -0.4704
H -18.051 -32.449 9.804 0.2682
H -26.597 -26.805 7.849 0.4381
C -15.539 -22.020 16.842 0.7743
H -19.099 -29.512 6.650 0.3431
H -17.890 -21.046 21.796 0.4932
O -24.310 -22.233 13.496 -0.3433
H -15.605 -15.406 9.249 0.2824
H -15.173 -20.565 18.392 0.4740
H -13.221 -23.389 2.685 0.4354
O -23.269 -15.159 7.069 -0.3251
Cl -16.398 -23.416 6.702 -0.7333
C -15.910 -32.523 9.343 -1.4290
H -14.925 -21.740 16.014 -0.2943
H -20.731 -20.477 21.672 0.3066
F -22.812 -20.702 7.650 -0.2951
C -24.578 -17.168 6.933 0.2593
H -20.500 -30.639 6.461 0.2523
H -17.144 -18.899 11.942 0.0371
H -24.546 -26.213 6.842 0.4630
H -18.975 -30.935 5.593 0.3214
H -15.944 -27.613 3.128 0.3060
O -17.632 -20.052 10.425 -0.1812
C -17.997 -19.557 11.755 -0.4938
H -16.161 -15.782 10.955 0.2461
H -25.174 -15.044 6.794 0.3900
C -21.954 -22.220 13.134 0.5201
C -15.915 -23.482 3.161 -0.7179
F -23.333 -22.250 9.260 -0.2989
H -16.919 -23.027 2.993 0.2569
H -25.126 -25.525 12.084 -0.0148
H -17.010 -30.938 7.377 0.3282
H -15.099 -24.960 17.080 0.2750
C -24.782 -25.715 7.760 -0.6974
H -25.732 -23.743 13.425 0.1325
N -17.126 -21.386 18.557 0.1842
H -19.445 -19.482 22.492 0.3223
O -16.077 -25.688 2.264 -0.3287
O -13.593 -21.738 0.236 -0.3690
C -13.283 -16.999 10.520 -0.5716
H -10.741 -20.349 15.043 0.3025
C -21.816 -20.713 13.161 -1.2135
F -14.516 -23.525 12.005 -0.3728
H -13.779 -23.704 -0.351 0.3287
F -20.687 -22.450 16.383 -0.2860
H -29.041 -28.118 5.285 0.2557
F -18.971 -22.641 14.809 -0.1507
C -28.919 -27.046 5.388 -0.7845
H -13.036 -18.606 12.389 0.5124
F -20.280 -23.804 10.254 -0.2412
B -23.835 -21.247 8.329 0.2716
H -29.826 -26.512 5.156 0.3457
H -21.526 -20.491 14.198 0.3894
H -29.080 -24.756 6.285 0.3937
N -18.010 -22.791 9.061 0.8357
H -26.500 -25.207 5.830 0.3881
H -14.949 -26.011 12.244 0.2514
C -18.431 -21.378 8.575 0.4489
H -16.200 -21.940 20.425 0.3722
C -17.787 -31.184 8.165 -0.7421
F -24.454 -20.184 9.063 -0.5431
H -15.651 -33.480 9.847 0.4061
C -16.163 -27.936 13.646 -0.8559
H -23.128 -25.816 9.132 0.0564
C -12.591 -20.993 13.070 0.2327
H -24.623 -24.657 7.628 0.1327
N -17.712 -33.591 8.108 -0.3006
H -23.501 -25.926 11.582 -0.0180
F -15.934 -23.994 13.757 -0.7622
C -19.406 -30.535 6.512 -0.7552
H -19.265 -21.309 10.487 0.0045
H -18.116 -20.465 12.325 0.1280
O -12.233 -19.770 13.722 -0.4725
C -15.519 -26.709 11.643 -1.3043
N -13.323 -19.173 11.582 0.1778
B -20.301 -25.322 10.423 0.0197
C -24.372 -15.740 6.457 -0.8021
H -19.602 -19.846 9.552 0.3591
H -16.097 -28.969 16.254 0.2807
O -25.024 -25.868 10.087 -0.3724
F -18.945 -25.739 10.540 -0.2890
H -11.888 -21.808 13.136 0.5127
O -14.999 -22.960 17.713 -0.4031
H -17.604 -27.043 2.667 0.2366
N -26.262 -25.871 7.832 -0.2084
C -16.464 -27.058 2.358 -0.7270
C -17.341 -32.391 8.949 0.3741
H -20.449 -18.743 21.242 0.2392
H -16.915 -25.099 4.202 0.4284
H -17.381 -27.904 11.904 0.3337
H -26.295 -22.115 13.700 0.2555
H -20.505 -21.917 7.942 0.1999
C -28.434 -25.365 6.961 -0.5228
H -25.429 -23.058 15.055 0.3473
H -28.234 -26.665 4.668 0.3400
N -17.556 -26.080 13.000 0.5359
C -23.224 -13.743 6.886 -0.7204
F -18.604 -23.192 17.122 -0.4154
H -11.723 -19.093 15.515 0.3143
H -17.413 -22.292 18.279 0.2271
H -17.584 -20.837 8.223 0.3227
H -15.254 -22.273 1.597 0.4097
C -19.930 -19.721 21.540 -0.7582
H -26.509 -25.473 8.740 0.3756
H -19.680 -20.664 6.998 0.4839
C -25.853 -17.669 6.453 -1.4888
H -16.254 -20.004 17.119 0.2819
C -15.301 -15.738 10.280 -0.8037
H -23.651 -16.816 8.758 0.4263
H -23.299 -22.343 11.632 0.4357
N -24.473 -17.305 8.382 -0.0882
H -17.672 -34.433 8.657 0.3586
H -21.727 -22.119 11.108 -0.0443
O -17.224 -28.444 14.510 -0.3209
H -17.437 -22.938 9.984 -0.1024
F -18.845 -20.948 16.542 -0.4978
O -28.619 -26.733 6.756 -0.3485
C -13.723 -23.718 1.762 -0.4982
H -28.732 -25.091 7.988 0.3638
H -24.460 -18.350 8.636 0.2317
H -17.246 -23.059 8.378 -0.0220
C -11.814 -20.044 15.074 -0.6556
H -15.473 -27.309 14.288 0.2832
H -13.157 -18.945 9.539 0.3585
H -18.714 -33.363 7.747 0.3982
H -16.299 -27.504 1.373 0.2605
H -18.814 -23.439 9.108 0.1766
F -20.971 -25.679 11.676 -0.4487
H -12.620 -21.559 -1.644 0.2886
H -25.332 -16.927 8.874 0.4430
C -16.906 -21.181 20.002 -0.7062
H -16.986 -25.287 13.417 -0.0196
O -19.030 -20.005 20.489 -0.2939
C -19.495 -21.570 7.562 -1.3675
H -14.414 -22.076 -1.599 0.3128
F -24.789 -21.823 7.475 -0.3155
H -13.550 -21.322 13.541 -0.3131
H -13.982 -23.960 16.134 0.3152
H -17.054 -33.771 7.326 0.3506
H -22.750 -20.124 12.978 0.3175
H -18.857 -22.063 20.753 0.4180
H -14.599 -14.943 10.681 0.3694
H -14.319 -19.020 11.600 -0.0078
H -15.532 -31.769 10.045 0.3149
H -23.855 -17.817 6.499 0.2539
H -17.904 -20.758 18.394 0.2792
C -18.817 -20.600 9.798 -0.5094
N -15.165 -23.261 1.837 -0.1374
H -13.625 -24.360 17.775 0.3350
B -19.253 -22.354 16.191 0.3056
H -11.945 -20.555 10.970 0.4074
C -23.096 -22.625 14.105 -1.1950
C -15.953 -20.897 17.712 -0.6535
H -17.971 -25.724 12.131 0.0666
H -13.872 -20.418 -1.316 0.2718
H -12.508 -20.738 15.585 0.1931
H -17.616 -29.808 15.905 0.2831
H -15.327 -22.887 3.815 0.4852
H -14.873 -27.589 11.332 0.4827
H -16.533 -20.129 20.160 0.3753
O -14.713 -17.036 10.209 -0.2958
H -22.934 -13.456 5.890 0.3039
H -17.922 -30.314 8.731 0.5448
H -15.967 -26.216 10.804 0.3350
H -18.912 -19.009 11.618 0.4481
H -26.716 -23.938 6.950 0.1757
H -26.129 -18.609 6.931 0.4141
C -24.582 -26.178 11.421 -0.2279
H -12.107 -23.311 0.199 0.4326
C -12.804 -18.376 10.430 -0.6577
H -22.311 -23.633 11.666 -0.3527
C -12.850 -20.572 11.577 -0.8981
H -15.268 -32.380 8.491 0.4135
H -18.211 -26.423 13.660 0.5157
H -16.467 -22.420 16.445 -0.0193
C -18.253 -21.158 20.794 -0.6561
C -25.509 -22.840 13.980 -0.6546
H -13.155 -16.592 11.552 0.3998
H -15.621 -23.793 1.137 0.4456
H -21.101 -22.783 13.419 0.4266
H -24.210 -13.285 7.125 0.3423
C -16.709 -27.252 12.497 0.3823
H -22.867 -22.206 15.097 0.5346
H -18.979 -22.285 6.860 0.2538
C -13.188 -23.136 0.416 -0.6164
C -24.155 -26.208 9.063 0.1734
H -26.707 -16.993 6.650 0.4032
H -21.042 -20.366 12.475 0.1628
H -23.170 -23.749 14.276 0.4586
H -15.135 -25.345 4.183 0.3509
C -16.752 -29.358 15.478 -0.7059
C -13.590 -21.396 -1.172 -0.6813
C -14.441 -24.089 17.092 -0.8212
H -11.702 -18.406 10.515 0.4612
H -22.536 -13.386 7.683 0.2344
F -16.858 -23.638 11.700 -0.3892
H -24.745 -27.284 11.551 0.3345
H -25.636 -17.848 5.403 0.4188
H -16.138 -30.216 14.960 0.2624
C -27.007 -25.018 6.805 -0.3780
F -20.952 -25.829 9.325 -0.2705
H -12.716 -16.343 9.839 0.4293
N -22.324 -22.638 11.758 0.9330
```

Summary:
HOMO level	-14.29	eV
net charge	+4
lowest unoccupied orbital energy	-0.2302	Ha
gap between HOMO and LUMO	8.02	eV

(6)
The following is a quantum chemistry calculation of a cluster of 2 separate species, C2H3N2S2 in total at a distorted geometry, from OMol25.

Geometry as XYZ:
```
9
Properties=species:S:1:pos:R:3:nbo_charge:R:1
S 1.718 -3.065 -2.359 0.2063
C 1.707 -1.606 -1.867 0.2144
H -2.431 1.708 2.131 0.4651
N 1.522 -0.481 -1.453 -0.7814
N -1.630 1.103 1.945 -0.7438
H 2.162 0.276 -1.322 0.4366
S -0.637 0.519 -0.598 0.6030
H -1.177 0.693 2.761 0.4621
C -1.235 0.854 0.761 0.1377
```

Summary:
HOMO level	-13.18	eV
net charge	+1
relative energy (zero: lowest compared OMol25 entry of this formula, charge and spin)	24.6	kcal/mol
lowest unoccupied orbital energy	-0.2073	Ha
gap between HOMO and LUMO	7.54	eV